The following is a DFT calculation (ωB97M-V/def2-TZVPD) of 8 unconnected molecules or ions with the total composition C28H38Cl4F18O12.

Geometry (Å):
C: -1.219 -6.136 -2.280
C: -0.801 -5.329 -1.038
O: 0.599 -5.437 -0.627
C: 1.370 -4.518 -1.215
O: 1.068 -3.782 -2.127
C: 2.803 -4.717 -0.629
F: 2.962 -5.854 0.101
F: 3.739 -4.801 -1.539
F: 2.992 -3.693 0.205
H: -2.316 -6.167 -2.460
H: -0.824 -7.163 -2.408
H: -0.824 -5.595 -3.166
H: -1.358 -5.707 -0.173
H: -1.054 -4.320 -1.195
C: 0.689 -1.821 6.863
C: 0.883 -3.063 6.024
O: -0.122 -3.171 4.951
C: 0.108 -3.906 3.903
O: 1.033 -4.681 3.728
C: -1.105 -3.797 2.822
F: -0.522 -4.127 1.725
F: -2.113 -4.603 3.146
F: -1.579 -2.551 2.623
H: 0.676 -0.942 6.238
H: 1.561 -1.667 7.467
H: -0.151 -1.987 7.513
H: 0.861 -3.945 6.651
H: 1.867 -3.074 5.570
C: -4.254 5.348 -4.425
C: -2.820 5.609 -4.790
O: -2.051 6.208 -3.701
C: -1.009 5.519 -3.232
O: -0.627 4.427 -3.619
C: -0.275 6.339 -2.148
F: 0.236 7.515 -2.479
F: -1.156 6.581 -1.188
F: 0.727 5.622 -1.694
H: -4.638 4.762 -5.214
H: -4.798 6.270 -4.351
H: -4.271 4.747 -3.543
H: -2.752 6.213 -5.713
H: -2.337 4.655 -5.004
C: 3.438 4.013 0.973
C: 3.076 3.273 2.246
O: 4.254 2.637 2.757
C: 4.241 2.204 4.006
O: 3.334 2.237 4.794
C: 5.692 1.711 4.409
F: 6.547 2.731 4.261
F: 5.720 1.237 5.654
F: 6.141 0.684 3.659
H: 4.087 4.861 1.141
H: 2.514 4.347 0.458
H: 3.871 3.257 0.298
H: 2.346 2.492 2.037
H: 2.712 3.925 3.055
C: 2.976 -1.036 -1.985
C: 2.493 -0.478 -3.282
O: 1.217 -1.068 -3.731
C: 1.377 -2.222 -4.369
O: 2.436 -2.757 -4.579
C: 0.024 -2.770 -4.854
F: 0.047 -4.048 -5.123
F: -0.904 -2.611 -3.889
F: -0.389 -2.110 -5.928
H: 2.285 -0.973 -1.171
H: 3.900 -0.525 -1.589
H: 3.240 -2.080 -2.127
H: 3.223 -0.698 -4.052
H: 2.284 0.608 -3.318
C: -1.142 -1.326 -0.207
C: -2.221 -0.490 0.453
O: -2.101 0.973 0.302
C: -1.175 1.487 1.048
O: -0.425 0.906 1.779
C: -0.911 2.926 0.661
F: 0.369 3.029 0.202
F: -1.697 3.399 -0.274
F: -1.017 3.689 1.761
H: -1.055 -1.089 -1.288
H: -1.474 -2.354 -0.132
H: -0.146 -1.338 0.283
H: -2.361 -0.718 1.521
H: -3.129 -0.737 -0.064
Cl: -3.032 0.204 -3.065
C: -1.683 1.397 -3.114
C: -0.974 1.230 -4.491
Cl: -1.976 1.834 -5.826
H: -0.978 1.086 -2.344
H: -2.028 2.424 -3.044
H: -0.737 0.186 -4.657
H: -0.009 1.804 -4.398
Cl: -3.585 -0.748 6.250
C: -4.364 -0.481 4.681
C: -3.607 0.638 4.015
Cl: -3.827 2.264 4.816
H: -5.383 -0.280 4.824
H: -4.198 -1.317 4.017
H: -4.046 0.803 3.007
H: -2.470 0.493 3.965

Computed properties:
Energy relative to the best compared isomer or geometry (same formula, charge and spin): 26.5 kcal/mol
HOMO-LUMO gap: 0.4073 Ha
Energy: -153228.2738 eV
Total charge: 0
SMILES: CCOC(=O)C(F)(F)F.CCOC(=O)C(F)(F)F.CCOC(=O)C(F)(F)F.CCOC(=O)C(F)(F)F.CCOC(=O)C(F)(F)F.CCOC(=O)C(F)(F)F.ClCCCl.ClCCCl
HOMO energy: -10.790 eV

***

The following is a DFT calculation (ωB97M-V/def2-TZVPD) of a molecular structure, C28H38CsN10OSe4.

Geometry (Å):
Cs: -0.483 0.491 -0.288
C: -2.640 -1.096 2.200
N: -1.560 -0.293 2.759
C: -1.966 0.774 3.659
C: -1.646 2.152 3.149
N: -1.595 2.518 1.902
C: -1.354 3.883 1.933
C: -1.222 4.778 0.876
C: -0.962 6.101 1.184
C: -0.835 6.532 2.512
C: -0.974 5.655 3.575
C: -1.242 4.329 3.259
N: -1.455 3.195 4.024
C: -2.177 -2.493 1.955
N: -1.262 -3.114 2.642
C: -1.231 -4.399 2.120
C: -0.437 -5.486 2.469
C: -0.617 -6.670 1.779
C: -1.571 -6.781 0.759
C: -2.369 -5.710 0.398
C: -2.175 -4.523 1.093
N: -2.770 -3.281 1.009
H: -3.019 -0.684 1.259
H: -3.501 -1.158 2.882
H: -0.898 -0.914 3.212
H: -1.495 0.652 4.637
H: -3.051 0.741 3.818
H: -1.324 4.434 -0.147
H: -0.853 6.823 0.385
H: -0.626 7.576 2.710
H: -0.881 5.993 4.600
H: -1.283 3.089 5.008
H: 0.300 -5.392 3.257
H: -0.007 -7.529 2.024
H: -1.680 -7.724 0.239
H: -3.098 -5.792 -0.398
H: -3.383 -2.942 0.285
N: -1.094 -2.241 -1.857
C: -0.671 -3.613 -2.121
C: 0.840 -3.649 -2.266
N: 1.476 -3.083 -1.081
C: 2.872 -2.762 -1.326
C: 3.469 -1.893 -0.236
N: 2.790 -0.586 -0.177
H: -0.844 -1.644 -2.649
H: -2.102 -2.132 -1.775
H: -0.959 -4.242 -1.278
H: -1.116 -4.044 -3.029
H: 1.174 -4.684 -2.402
H: 1.121 -3.087 -3.172
H: 0.957 -2.237 -0.876
H: 3.441 -3.696 -1.386
H: 3.002 -2.240 -2.289
H: 3.367 -2.402 0.729
H: 4.540 -1.789 -0.441
H: 3.454 0.136 0.082
H: 2.458 -0.331 -1.109
C: 1.713 -1.114 3.154
C: 1.548 0.338 3.526
O: 1.071 0.701 4.596
N: 2.004 1.218 2.600
C: 1.892 2.641 2.807
C: 2.047 3.404 1.516
C: 2.312 4.770 1.535
C: 2.381 5.446 0.330
C: 2.184 4.742 -0.850
C: 1.923 3.386 -0.775
N: 1.863 2.726 0.389
H: 0.982 -1.725 3.675
H: 2.712 -1.431 3.467
H: 1.636 -1.274 2.078
H: 2.174 0.894 1.657
H: 2.660 2.965 3.518
H: 0.932 2.896 3.258
H: 2.444 5.284 2.479
H: 2.576 6.511 0.313
H: 2.220 5.226 -1.817
H: 1.752 2.794 -1.673
Se: -3.736 0.327 -1.589
Se: -2.400 1.775 -2.871
Se: -0.932 0.497 -4.209
Se: 1.279 0.561 -3.409

Computed properties:
Energy relative to the best compared isomer or geometry (same formula, charge and spin): 0.0 kcal/mol
HOMO-LUMO gap: 0.1922 Ha
Energy: -308541.6404 eV
Total charge: -1
HOMO energy: -3.390 eV

***

Strongest force on any atom across the listed records, respectively: 3.092, 0.359 eV/A.